*i*
The following is a quantum chemistry calculation of a molecular structure, C6H16N2O, from the OMol25 dataset.

Its HOMO-LUMO gap (alpha / beta) is 7.80 / 7.80 eV. The molecular weight is 132.21 g/mol.

Each line ends with the Mulliken charge.
Positions of all 25 atoms, in Å:
C: 0.239 -0.311 1.001  1.425
C: 0.056 0.803 -0.633  0.356
C: 1.693 -0.230 1.421  -1.618
C: -0.241 -1.727 0.793  -1.639
C: -0.660 0.459 1.956  -1.646
C: -1.402 1.037 -0.949  -1.586
N: 0.858 -0.058 -1.343  -0.008
N: 0.262 -0.949 -2.129  -0.270
O: 0.913 1.786 -2.354  -0.798
H: 0.401 1.767 -3.177  0.210
H: 0.606 1.622 -0.193  0.552
H: -0.721 -0.875 -2.369  0.200
H: 0.888 -1.641 -2.518  0.250
H: -1.711 0.418 1.667  0.352
H: -0.583 0.015 2.958  0.463
H: 2.059 0.800 1.394  0.359
H: 2.340 -0.833 0.784  0.355
H: 1.804 -0.588 2.452  0.461
H: -1.247 -1.763 0.369  0.303
H: -0.289 -2.245 1.760  0.471
H: 0.435 -2.308 0.164  0.363
H: -0.362 1.505 2.043  0.359
H: -1.751 1.933 -0.439  0.290
H: -2.031 0.196 -0.640  0.377
H: -1.556 1.187 -2.019  0.419

*ii*
The following is a quantum chemistry calculation of C6H16N2O in the gas phase, from the OMol25 dataset.

Its HOMO-LUMO gap is 9.83 eV. The SMILES is CC[C@@](C)(N)C[C@H](N)O. The molecular weight is 132.21 g/mol.

Each line ends with the Mulliken charge.
Positions of all 25 atoms, in Å:
C: -2.498 -1.692 -0.051  -1.304
C: -1.096 -1.444 0.491  -0.789
C: -0.400 -0.097 -0.088  1.454
C: -0.100 -0.238 -1.575  -1.825
N: -1.199 1.089 0.126  -0.643
C: 0.878 0.018 0.730  -1.215
C: 1.702 1.337 0.374  -0.143
N: 2.568 1.112 -0.745  -0.543
O: 2.489 1.748 1.496  -0.569
H: -2.923 -2.590 0.396  0.397
H: -3.164 -0.864 0.189  0.293
H: -2.481 -1.825 -1.131  0.308
H: -1.145 -1.405 1.583  0.403
H: -0.457 -2.289 0.228  0.388
H: 0.408 -1.179 -1.767  0.329
H: 0.560 0.565 -1.888  0.513
H: -1.020 -0.213 -2.155  0.418
H: -1.990 1.124 -0.504  0.281
H: -1.534 1.143 1.081  0.258
H: 0.636 0.070 1.793  0.412
H: 1.531 -0.834 0.548  0.387
H: 0.996 2.138 0.111  0.375
H: 3.090 1.957 -0.957  0.243
H: 3.245 0.392 -0.511  0.234
H: 1.905 1.977 2.226  0.340

It turns out *ii* is the most stable, with the second structure 488.0 kJ/mol higher.

*i*
The following is a quantum chemistry calculation of 2 unconnected molecules or ions with the total composition C5H12BrN2, from the OMol25 dataset.

Its HOMO-LUMO gap is 7.65 eV. The net charge is +1. The molecular weight is 180.07 g/mol.

Each line ends with the Mulliken charge.
Positions of all 20 atoms, in Å:
C: -1.240 0.117 -0.043  0.313
C: -1.126 -1.347 -1.802  -0.876
C: -2.012 0.953 -2.083  -1.057
C: 1.651 0.150 2.904  -0.663
C: 2.973 -0.187 0.995  -0.280
N: -1.390 -0.020 -1.275  0.105
N: 1.946 -0.332 1.625  -0.270
Br: -1.546 1.727 0.867  -0.023
H: -1.063 -2.051 -1.029  0.356
H: -1.880 -1.812 -2.546  0.339
H: -0.175 -1.277 -2.284  0.380
H: -3.053 0.963 -2.190  0.383
H: -1.811 1.976 -1.765  0.400
H: -1.505 0.955 -3.014  0.378
H: 2.293 1.016 3.217  0.332
H: 1.604 -0.710 3.590  0.293
H: 0.580 0.578 2.895  0.128
H: 2.817 -0.410 -0.004  0.251
H: 3.845 0.447 1.310  0.235
H: -0.908 -0.736 0.631  0.277

*ii*
The following is a quantum chemistry calculation of 2 unconnected molecules or ions with the total composition C5H12BrN2, from the OMol25 dataset.

Its HOMO-LUMO gap (alpha / beta) is 6.14 / 6.13 eV. The net charge is +1. The molecular weight is 180.07 g/mol.

Each line ends with the Mulliken charge.
Positions of all 20 atoms, in Å:
C: -0.097 0.849 1.979  -0.746
C: 1.284 0.456 0.060  -0.747
C: -1.378 -0.536 -1.205  0.016
C: 1.085 2.664 0.967  -1.084
C: -0.416 -2.808 -1.598  -0.788
N: 0.826 1.143 1.058  0.145
N: -1.130 -1.773 -0.806  -0.072
Br: -2.245 0.644 -0.112  0.078
H: -0.391 1.460 2.732  0.307
H: -0.175 -0.176 2.165  0.390
H: 1.856 0.969 -0.703  0.249
H: 0.821 -0.514 -0.057  0.543
H: -1.025 -0.289 -2.320  0.335
H: 0.961 3.014 1.962  0.367
H: 2.064 2.850 0.702  0.454
H: 0.303 3.157 0.398  0.327
H: 0.094 -3.457 -0.821  0.310
H: -1.227 -3.293 -2.168  0.359
H: 0.256 -2.314 -2.293  0.322
H: -1.466 -2.047 0.060  0.236

It turns out *i* is the most stable, with the second structure 119.0 kJ/mol higher.

*i*
The following is a quantum chemistry calculation of a gas-phase ion, C6H16N3 (charge +1), from the OMol25 dataset.

Its HOMO-LUMO gap is 9.80 eV. The SMILES is CN/[N+](=C\N)C(C)(C)C. The net charge is +1. The molecular weight is 130.22 g/mol.

Each line ends with the Mulliken charge.
Positions of all 25 atoms, in Å:
C: -0.595 -0.852 -2.324  -0.950
N: -0.675 0.271 -1.471  -0.404
N: -0.673 0.074 -0.127  0.229
C: -1.645 0.455 0.653  0.320
N: -2.852 0.692 0.172  -0.364
C: 0.916 -0.079 0.654  1.143
C: 0.873 -0.960 1.875  -1.365
C: 1.900 -0.529 -0.411  -1.834
C: 1.191 1.391 0.981  -1.480
H: -0.886 -1.801 -1.826  0.364
H: -1.409 -0.686 -3.124  0.353
H: 0.420 -1.141 -2.782  0.245
H: -1.087 1.109 -1.763  0.314
H: -1.337 0.427 1.779  0.191
H: -3.494 1.056 0.775  0.230
H: -3.307 0.587 -0.768  0.251
H: -0.104 -0.784 2.353  0.329
H: 0.754 -1.988 1.622  0.413
H: 1.707 -0.797 2.608  0.375
H: 1.718 -1.367 -0.998  0.394
H: 2.820 -0.564 0.122  0.482
H: 2.043 0.306 -1.070  0.486
H: 1.023 1.819 -0.005  0.500
H: 0.568 1.952 1.673  0.293
H: 2.131 1.407 1.403  0.484

*ii*
The following is a quantum chemistry calculation of 2 unconnected molecules or ions with the total composition C6H16N3, from the OMol25 dataset.

Its HOMO-LUMO gap is 9.79 eV. The net charge is +1. The molecular weight is 130.22 g/mol.

Each line ends with the Mulliken charge.
Positions of all 25 atoms, in Å:
C: 3.130 0.543 1.122  -0.765
C: 2.123 -1.458 -0.789  -1.320
C: -2.449 -0.244 1.252  -1.013
C: -3.556 0.274 -0.887  -1.004
C: 2.024 -0.004 -0.967  0.052
C: -1.229 0.452 -0.793  -0.032
N: 2.557 0.916 -0.163  -0.089
N: 0.023 0.213 -0.404  -0.355
N: -2.350 0.045 -0.194  0.062
H: 2.385 0.661 1.948  0.298
H: 3.911 1.206 1.388  0.354
H: 1.537 -1.872 -1.610  0.297
H: 1.598 -1.634 0.144  0.439
H: 3.026 -1.937 -0.620  0.385
H: -2.018 0.600 1.696  0.405
H: -3.428 -0.304 1.714  0.364
H: -1.833 -1.205 1.458  0.274
H: -4.447 -0.256 -0.519  0.327
H: -3.680 1.415 -0.940  0.363
H: -3.542 -0.066 -1.902  0.372
H: 1.872 0.343 -1.901  0.549
H: -1.284 0.984 -1.771  0.377
H: 0.015 -0.403 0.486  0.079
H: 3.614 -0.434 1.203  0.269
H: 2.407 1.914 -0.581  0.313

It turns out *ii* is the most stable, with the second structure 29.4 kJ/mol higher.

*i*
The following is a quantum chemistry calculation of a gas-phase ion, C5H13N2S (charge -1), from the OMol25 dataset.

Its HOMO-LUMO gap is 6.08 eV. The SMILES is CCNC[C@@H](N)C[S-]. The net charge is -1. The molecular weight is 133.24 g/mol.

Each line ends with the Mulliken charge.
Positions of all 21 atoms, in Å:
C: -2.115 1.351 -1.263  -1.020
C: -1.406 0.040 -1.599  -0.296
N: 0.025 0.169 -1.960  -0.424
C: 0.919 0.240 -0.820  -0.708
C: 1.052 -0.941 0.140  0.310
N: 2.444 -1.475 0.336  -0.594
C: 0.572 -0.626 1.570  -1.109
S: -0.805 0.502 1.929  -0.600
H: -2.422 1.446 -0.194  0.174
H: -2.982 1.734 -1.806  0.398
H: -1.506 2.210 -1.625  0.226
H: -1.442 -0.578 -0.710  0.098
H: -1.908 -0.448 -2.462  0.378
H: 0.116 0.884 -2.665  0.266
H: 1.891 0.602 -1.259  0.363
H: 0.898 1.152 -0.176  0.303
H: 0.311 -1.655 -0.302  0.246
H: 2.466 -2.453 0.099  0.234
H: 3.109 -0.890 -0.143  0.229
H: 0.544 -1.597 2.075  0.275
H: 1.365 -0.059 2.107  0.251

*ii*
The following is a quantum chemistry calculation of a gas-phase ion, C5H13N2S (charge -1), from the OMol25 dataset.

Its HOMO-LUMO gap is 5.71 eV. The SMILES is CCNC[C@@H](N)C[S-]. The net charge is -1. The molecular weight is 133.24 g/mol.

Each line ends with the Mulliken charge.
Positions of all 21 atoms, in Å:
C: 0.932 -2.314 2.253  -1.118
C: 1.365 -1.365 1.109  -0.473
N: 0.312 -0.365 0.806  -0.240
C: 0.299 -0.040 -0.607  -0.756
C: -0.473 1.344 -0.846  0.001
N: 0.046 1.826 -2.135  -0.689
C: -1.976 1.170 -0.890  -0.940
S: -2.879 2.680 -1.557  -0.689
H: -0.150 -2.211 2.347  0.331
H: 1.236 -1.932 3.232  0.292
H: 1.189 -3.356 2.085  0.296
H: 2.317 -0.955 1.439  0.310
H: 1.628 -1.883 0.193  0.440
H: 0.435 0.376 1.469  0.218
H: 1.283 0.223 -1.004  0.369
H: -0.215 -0.772 -1.224  0.228
H: -0.128 1.992 -0.041  0.304
H: -0.505 1.428 -2.885  0.277
H: -0.060 2.827 -2.234  0.281
H: -2.252 0.389 -1.595  0.247
H: -2.404 0.939 0.087  0.311

*iii*
The following is a quantum chemistry calculation of a gas-phase ion, C5H13N2S (charge -1), from the OMol25 dataset.

Its HOMO-LUMO gap is 6.06 eV. The SMILES is CCNC[C@H](N)C[S-]. The net charge is -1. The molecular weight is 133.24 g/mol.

Each line ends with the Mulliken charge.
Positions of all 21 atoms, in Å:
C: 0.502 0.002 -3.243  -1.059
C: -0.319 0.424 -1.978  -0.446
N: 0.502 0.318 -0.825  -0.232
C: 0.146 0.907 0.461  -0.928
C: -0.484 0.063 1.594  0.417
N: -0.193 0.823 2.838  -0.772
C: 0.001 -1.377 1.699  -1.029
S: -0.284 -2.145 3.372  -0.582
H: 1.490 0.490 -3.173  0.310
H: 0.754 -1.072 -3.095  0.248
H: 0.061 0.293 -4.258  0.321
H: -1.224 -0.214 -1.844  0.284
H: -0.850 1.336 -2.220  0.428
H: 0.741 -0.673 -0.720  0.290
H: -0.623 1.707 0.132  0.190
H: 0.964 1.492 0.857  0.260
H: -1.563 -0.008 1.474  0.223
H: 0.689 0.424 3.249  0.287
H: -0.902 0.551 3.531  0.322
H: 1.047 -1.317 1.342  0.284
H: -0.453 -2.025 0.808  0.184

It turns out *ii* is the most stable, with the second structure 30.5 kJ/mol higher.

*i*
The following is a quantum chemistry calculation of C6H11NO3S in the gas phase, from the OMol25 dataset.

Its HOMO-LUMO gap (alpha / beta) is 7.85 / 7.85 eV. The molecular weight is 177.23 g/mol.

Each line ends with the Mulliken charge.
Positions of all 22 atoms, in Å:
C: 2.172 1.159 -0.582  0.362
C: -0.448 -1.303 -1.064  -1.000
C: -1.758 -0.733 -0.546  -0.678
C: -1.186 1.090 1.569  -0.814
C: 1.344 0.249 -1.069  -0.062
C: 1.159 -1.546 0.575  -0.426
N: 0.796 -0.822 -0.446  0.282
O: 2.395 0.962 0.802  -0.517
O: 2.856 2.028 -1.125  -0.682
O: -3.003 1.534 -0.241  -0.641
S: -1.624 1.178 -0.222  0.606
H: -0.508 -2.479 -0.971  0.367
H: -0.465 -1.218 -2.148  0.380
H: -2.430 -0.717 -1.373  0.439
H: -2.174 -1.132 0.391  0.383
H: -1.527 0.088 1.996  0.222
H: -1.841 1.907 1.844  0.437
H: 0.959 0.360 -2.067  0.265
H: 0.456 -2.327 0.811  0.254
H: 2.010 -1.208 1.110  0.304
H: -0.121 1.217 1.589  0.207
H: 2.940 1.713 1.167  0.312

*ii*
The following is a quantum chemistry calculation of C6H11NO3S in the gas phase, from the OMol25 dataset.

Its HOMO-LUMO gap is 9.68 eV. The SMILES is O=S(=O)(O)[C@H]1C[C@]12CCNC2. The molecular weight is 177.23 g/mol.

Each line ends with the Mulliken charge.
Positions of all 22 atoms, in Å:
O: 2.728 1.129 1.325  -0.595
S: 2.610 1.851 0.110  1.138
O: 3.831 2.102 -0.607  -0.649
O: 2.065 3.267 0.620  -0.513
C: 1.322 1.215 -0.829  -0.171
C: 1.509 -0.211 -1.219  -1.083
C: 0.480 0.039 -0.180  0.905
C: -0.875 -0.158 -0.843  -0.957
C: -1.762 -1.008 0.283  -0.535
N: -1.023 -0.882 1.502  -0.295
C: 0.314 -0.874 1.228  -0.779
H: 2.225 4.031 0.109  0.330
H: 0.867 1.852 -1.609  0.396
H: 1.175 -0.463 -2.222  0.303
H: 2.472 -0.764 -0.894  0.253
H: -1.313 0.804 -1.079  0.353
H: -0.764 -0.667 -1.761  0.358
H: -2.745 -0.527 0.408  0.334
H: -1.745 -2.127 0.025  0.256
H: -1.273 -0.119 1.999  0.299
H: 0.646 -1.873 1.048  0.302
H: 0.882 -0.331 2.051  0.350

It turns out *ii* is the most stable, with the second structure 64.9 kJ/mol higher.